*1*
{"formula": "H6NPSi", "method": "ωB97M-V with the def2-TZVPD basis set", "symbols": ["N", "Si", "P", "H", "H", "H", "H", "H", "H"], "positions_angstrom": [[-1.837, -0.490, -0.339], [1.235, 0.378, 0.330], [-0.887, 0.789, 0.417], [-2.768, -0.688, 0.109], [-1.461, -1.364, -0.495], [1.777, -0.820, 1.585], [1.516, -0.034, -1.093], [1.480, 1.784, 0.651], [-0.739, 1.640, -0.654]], "mulliken_charge": [-0.5748, 0.1647, 0.0312, 0.2495, 0.2325, -0.0333, -0.0469, -0.0566, 0.0338], "charge": 0, "homo_energy_ev": -8.74}


*2*
{"formula": "H6NPSi", "method": "ωB97M-V with the def2-TZVPD basis set", "symbols": ["N", "Si", "P", "H", "H", "H", "H", "H", "H"], "positions_angstrom": [[1.502, -0.631, 0.017], [-1.385, 0.267, -0.037], [0.766, 0.930, -0.039], [2.484, -0.604, 0.122], [1.473, -1.126, -0.875], [-2.260, 0.140, 1.190], [-2.218, 1.123, -1.152], [-1.080, -1.165, -0.538], [0.718, 1.068, 1.312]], "mulliken_charge": [-0.5999, 0.2464, 0.0168, 0.2574, 0.2491, -0.0760, -0.0541, -0.0786, 0.0389], "smiles": "NP[SiH3]", "charge": 0, "homo_energy_ev": -8.54}


Energies relative to the most stable structure, in kJ/mol: *1* 47.7; *2* 0.0.